{
  "formula": "C45H40AuN5Sb2Se",
  "method": "ωB97M-V with the def2-TZVPD basis set",
  "species": ["Au", "C", "C", "C", "Sb", "C", "C", "C", "C", "C", "C", "C", "C", "C", "C", "C", "C", "Sb", "C", "C", "C", "C", "C", "C", "C", "C", "C", "C", "C", "C", "H", "H", "H", "H", "H", "H", "H", "H", "H", "H", "H", "H", "H", "H", "H", "H", "H", "H", "H", "H", "H", "H", "H", "H", "H", "H", "C", "C", "C", "C", "C", "C", "N", "C", "C", "C", "C", "C", "C", "H", "H", "H", "H", "H", "H", "H", "H", "H", "H", "N", "C", "H", "Se", "N", "C", "C", "C", "C", "N", "C", "N", "H", "H", "H"],
  "xyz": [[-1.205, 0.964, -0.341], [1.585, 0.013, 3.807], [2.786, -0.853, 3.448], [3.455, -0.452, 2.132], [2.196, -1.171, 0.533], [2.958, -0.606, -1.389], [4.066, -1.277, -1.890], [4.482, -1.024, -3.190], [3.776, -0.135, -3.989], [2.666, 0.529, -3.484], [2.256, 0.298, -2.179], [2.848, -3.210, 0.523], [3.671, -3.717, 1.521], [4.126, -5.026, 1.431], [3.723, -5.835, 0.379], [2.893, -5.328, -0.612], [2.459, -4.013, -0.546], [0.052, 0.259, 2.289], [-1.121, 1.720, 3.364], [-2.304, 2.146, 2.773], [-3.164, 2.990, 3.460], [-2.824, 3.433, 4.731], [-1.633, 3.023, 5.312], [-0.777, 2.166, 4.631], [-1.174, -1.470, 2.591], [-0.732, -2.747, 2.255], [-1.555, -3.847, 2.443], [-2.831, -3.679, 2.962], [-3.276, -2.412, 3.309], [-2.457, -1.308, 3.110], [1.927, 1.027, 4.031], [1.075, -0.377, 4.688], [2.482, -1.905, 3.426], [3.521, -0.756, 4.251], [4.446, -0.891, 2.025], [3.558, 0.633, 2.056], [4.605, -1.992, -1.281], [5.354, -1.530, -3.582], [4.093, 0.042, -5.008], [2.112, 1.220, -4.106], [1.401, 0.829, -1.782], [3.984, -3.110, 2.359], [4.797, -5.410, 2.188], [4.057, -6.862, 0.330], [2.585, -5.962, -1.433], [1.849, -3.595, -1.340], [-2.557, 1.813, 1.772], [-4.103, 3.292, 3.012], [-3.490, 4.093, 5.270], [-1.375, 3.365, 6.305], [0.144, 1.853, 5.106], [0.264, -2.903, 1.856], [-1.196, -4.839, 2.198], [-3.473, -4.539, 3.105], [-4.256, -2.282, 3.749], [-2.818, -0.323, 3.377], [0.996, 5.092, 2.672], [-0.143, 5.469, 1.974], [-0.547, 4.760, 0.858], [0.176, 3.639, 0.438], [1.296, 3.236, 1.174], [1.715, 3.976, 2.265], [-0.206, 2.897, -0.681], [-0.396, 3.499, -1.875], [-1.007, 2.779, -2.936], [-1.154, 3.339, -4.179], [-0.690, 4.633, -4.427], [-0.067, 5.353, -3.409], [0.087, 4.807, -2.156], [1.325, 5.679, 3.518], [-0.703, 6.342, 2.286], [-1.439, 5.036, 0.310], [1.896, 2.413, 0.800], [2.622, 3.704, 2.790], [-1.376, 1.779, -2.733], [-1.626, 2.776, -4.973], [-0.802, 5.066, -5.411], [0.314, 6.345, -3.611], [0.610, 5.357, -1.387], [-1.223, -2.230, -1.187], [-0.640, -1.265, -0.903], [-1.616, -3.116, -1.446], [-4.940, 3.757, -0.512], [-6.196, 2.559, -0.407], [-5.617, 1.371, -0.350], [-6.265, 0.116, -0.269], [-5.477, -0.994, -0.204], [-4.067, -0.881, -0.227], [-3.416, 0.253, -0.316], [-4.170, 1.393, -0.384], [-3.622, 2.593, -0.470], [-7.345, 0.058, -0.247], [-5.915, -1.980, -0.135], [-3.452, -1.770, -0.162]],
  "lowdin_spin": [0.11, 0.00, 0.00, 0.01, 0.22, 0.05, 0.01, 0.00, 0.00, 0.00, 0.00, 0.06, 0.01, 0.00, 0.01, 0.00, 0.01, 0.23, 0.10, 0.01, 0.00, 0.00, 0.01, 0.02, 0.01, 0.01, 0.00, 0.01, 0.00, 0.01, 0.00, 0.00, 0.00, 0.00, 0.00, 0.00, 0.00, 0.00, 0.00, 0.00, 0.00, 0.00, 0.00, 0.00, 0.00, 0.00, 0.00, 0.00, 0.00, 0.00, 0.00, 0.01, 0.00, 0.00, 0.00, 0.00, 0.03, 0.00, 0.04, 0.03, 0.04, 0.00, 0.41, 0.04, 0.12, 0.00, 0.17, -0.01, 0.13, 0.00, 0.00, 0.00, 0.00, 0.00, 0.01, 0.00, 0.01, 0.00, 0.00, 0.01, 0.02, 0.00, 0.00, 0.00, 0.00, 0.00, 0.00, 0.00, 0.01, 0.00, 0.00, 0.00, 0.00, 0.00],
  "homo_lumo_gap_ev": [6.451, 5.631],
  "charge": 2,
  "relative_energy_kj_mol": 19.30,
  "e_tot_ev": -136860.1224,
  "multiplicity": 3,
  "s2": 2.053,
  "e_homo_ev": [-12.5, -13.1]
}